1.
8
Properties=species:S:1:pos:R:3:forces:R:3 method="wB97M-V/def2-TZVPD" homo_ha="-0.1208 / -0.1339" total_charge=-1 energy_ha=-299.6787 e_above_lowest_kcal_mol=157.8 e_lumo_ev="3.53 / 4.36"
C 1.996902 -0.162368 0.487816 -0.688 1.515 -1.534
N -1.128585 0.428169 0.450472 2.909 -0.326 -0.739
N -1.844693 0.146084 -0.517191 -2.247 1.613 3.357
O -1.725344 0.016256 -1.721412 1.012 -0.552 -1.417
O -3.030631 0.191948 0.060856 -1.649 -0.747 -1.173
H 1.424911 0.415311 1.237486 0.530 -0.644 -0.694
H 2.359264 -1.143599 0.605324 0.260 -0.988 0.746
H 1.948178 0.108201 -0.603350 -0.126 0.129 1.454

***

2.
8
Properties=species:S:1:pos:R:3:forces:R:3 method="wB97M-V/def2-TZVPD" homo_ha=-0.1546 total_charge=-1 energy_ha=-299.7771 e_above_lowest_kcal_mol=96.1 e_lumo_ev=4.72
C -1.135143 0.339970 -0.761326 0.392 -0.685 0.241
N -1.953349 -0.248401 -0.167055 0.426 1.675 -1.362
N 1.772781 -0.024648 0.510347 1.492 -2.263 -3.099
O 1.442760 0.642060 -0.743623 -1.106 -1.010 1.005
O -3.017039 -0.609068 0.296153 -1.626 -1.347 1.306
H 1.286445 -0.941469 0.485358 0.555 0.337 -0.388
H 0.345872 0.448299 -0.803823 1.854 0.960 -0.401
H 1.257671 0.393260 1.183966 -1.987 2.333 2.698

***

3.
8
Properties=species:S:1:pos:R:3:forces:R:3 method="wB97M-V/def2-TZVPD" homo_ha=-0.0899 total_charge=-1 energy_ha=-299.8867 e_above_lowest_kcal_mol=27.3 e_lumo_ev=4.42
C 1.016124 0.133379 -0.961370 -2.232 -1.788 1.084
N -0.848845 -0.029973 1.152620 -0.487 3.417 -2.237
N -0.737076 -0.691718 -0.157432 0.808 2.250 -1.274
O 0.930350 0.058311 -2.144892 0.146 0.243 -1.054
O 1.675975 0.395944 -0.007834 0.814 0.694 0.509
H -0.404958 -0.607162 1.784249 1.210 -1.553 1.450
H -0.246249 0.892717 1.165529 -1.235 -2.332 -0.059
H -1.385322 -0.151498 -0.830870 0.976 -0.930 1.582

***

4.
8
Properties=species:S:1:pos:R:3:forces:R:3 method="wB97M-V/def2-TZVPD" homo_ha=-0.1142 total_charge=-1 energy_ha=-299.7988 e_above_lowest_kcal_mol=82.5 e_lumo_ev=4.67
C 1.214185 -0.065211 0.021116 3.801 -0.726 -0.761
N 0.095697 -0.584052 -0.175209 -3.937 -3.431 -1.698
N -1.542117 0.615144 -0.231715 0.336 0.514 1.227
O -2.244377 -0.058569 0.529360 -0.911 0.935 -0.050
O 1.446548 1.087661 0.402917 0.572 0.486 0.282
H 2.052687 -0.825564 -0.290212 0.068 1.101 0.668
H -0.016914 -1.606234 -0.592028 0.742 3.023 1.190
H -1.005710 1.436825 0.335774 -0.671 -1.902 -0.859

***

5.
9
Properties=species:S:1:pos:R:3:forces:R:3 method="wB97M-V/def2-TZVPD" homo_ha=-0.0822 total_charge=-1 energy_ha=-698.0466 e_above_lowest_kcal_mol=57.2 e_lumo_ev=3.83
C -0.730972 -1.862436 0.424097 0.716 0.214 -0.287
N 0.481373 1.007994 0.836495 -2.432 1.748 -1.556
N 1.164014 0.818935 -0.467603 0.568 0.106 0.775
O 0.372683 -2.168639 0.502171 1.412 -0.962 0.725
O -1.862451 -1.685797 0.395866 -2.190 0.191 0.213
S 0.284125 -0.156841 -1.362243 -1.151 0.782 -2.539
H -0.268754 1.808726 0.618948 1.496 -1.847 0.724
H 1.175554 1.529347 1.314174 0.836 0.586 0.911
H -0.615573 0.708712 -2.261905 0.745 -0.817 1.035

***

6.
9
Properties=species:S:1:pos:R:3:forces:R:3 method="wB97M-V/def2-TZVPD" homo_ha="-0.0384 / -0.1631" total_charge=-1 s_squared=2.007 energy_ha=-697.9571 e_above_lowest_kcal_mol=27.5 spin_multiplicity=3 e_lumo_ev="4.07 / 3.86"
C 0.748468 -0.632136 0.187301 -0.577 1.044 -1.442
N 1.871464 -0.317529 -0.610253 -0.530 -0.044 0.045
N 1.137676 0.695688 0.232654 -0.307 1.299 -0.383
O -2.712572 0.334812 1.114636 -0.281 1.409 2.595
O -2.463535 0.618101 -1.342677 0.158 0.451 -0.357
S -2.535453 -0.311063 -0.173163 0.016 -1.846 -2.208
H 0.649937 -1.270479 1.014170 -0.082 -0.813 0.961
H 2.633277 -0.472974 0.001624 1.679 -0.439 0.207
H 0.670737 1.355581 -0.424295 -0.076 -1.060 0.581